ORCA calculation (ωB97M-V/def2-TZVPD) on a molecular structure, C38H45BaN2O2P2S2Te at a distorted geometry.

Positions of all 93 atoms, in Å:
Ba  0.24751  -0.39916  -2.10335
Te  -1.95902  -2.51127  -1.17124
S  -0.97162  -5.69982  -0.82734
S  3.44753  -0.46633  -1.55009
P  -1.08077  1.83012  0.43560
P  -2.54034  1.75793  -2.31954
O  -1.56745  0.70630  -2.89818
O  0.07868  1.21661  -0.36637
N  2.28988  -1.80229  0.47653
N  3.16577  -3.06826  -1.21626
C  -1.24715  1.18823  4.44240
C  -1.25947  1.10325  2.04370
C  -4.77553  0.30506  -2.77917
C  -0.26635  4.76820  -3.75191
C  -0.81192  3.51952  -3.48339
C  -2.47547  4.54685  -2.07882
C  -1.93060  5.78841  -2.34751
C  3.27501  -1.48648  3.52023
C  0.30306  4.16612  0.18780
C  0.38092  -5.25365  1.28030
C  -0.89322  3.59383  0.60808
C  -1.69631  5.75265  1.29766
C  -1.45527  -0.18082  4.49325
C  -0.82726  5.89867  -3.18287
C  0.49565  5.53557  0.32244
C  3.86206  -5.39867  -0.82018
C  -1.15237  1.83664  3.21996
C  4.91115  -5.25971  0.27700
C  -6.05943  0.09698  -3.24732
C  -0.18563  -4.01327  0.88857
C  3.40742  -0.56345  2.31675
C  5.84624  -4.06927  0.14292
C  -1.56689  -0.91841  3.32237
C  -4.18810  1.56529  -2.91427
C  -1.89581  4.39030  1.16310
C  2.24659  -0.62162  1.33816
C  -6.17054  2.38330  -3.99112
C  3.35024  -2.97417  3.20340
C  -6.75763  1.13520  -3.85011
C  -4.88368  2.60104  -3.52523
C  -0.96080  -4.09709  -0.24075
C  -1.46794  -0.27896  2.09906
C  -0.50007  6.32040  0.87743
C  2.73146  -4.38462  -0.75682
C  -2.60747  1.54386  -0.51540
C  2.95060  -1.86320  -0.68680
C  -1.91477  3.40027  -2.64198
C  0.03534  -6.26448  0.43276
H  -6.70993  3.18580  -4.47234
H  6.60359  -4.07315  0.92677
H  2.36371  -4.32515  0.26953
H  -1.53541  -0.67466  5.45132
H  2.14475  -2.68985  0.94134
H  -0.04754  -3.08436  1.43056
H  -2.46764  6.37086  1.73303
H  0.31813  -7.29997  0.49534
H  -4.43317  3.57478  -3.66512
H  2.32816  -1.27318  4.02893
H  -1.73854  -1.98503  3.34955
H  -1.56354  -0.86713  1.18839
H  2.22953  0.24386  0.67835
H  -3.33066  4.48413  -1.41656
H  0.58842  4.84806  -4.40616
H  4.15190  -3.19522  2.49619
H  1.86940  -4.69194  -1.35968
H  4.05571  -1.23380  4.24033
H  6.37162  -4.08489  -0.81385
H  -7.75952  0.96627  -4.21702
H  3.49855  0.46865  2.66403
H  1.07365  3.54189  -0.24327
H  -0.34356  7.38464  0.98628
H  1.00189  -5.39261  2.15093
H  -3.39751  2.19916  -0.13435
H  -1.15574  1.75678  5.35621
H  1.28702  -0.65696  1.86327
H  -2.91475  0.50189  -0.34697
H  5.32806  -3.11181  0.20395
H  2.41969  -3.36168  2.78032
H  4.40000  -5.22386  1.24715
H  4.32854  -5.36036  -1.81024
H  -0.40747  6.87283  -3.38897
H  -0.38612  2.63624  -3.93834
H  3.53166  -3.56442  4.09981
H  4.32920  -0.77528  1.76611
H  -2.36475  6.67236  -1.90213
H  -2.82966  3.95778  1.50231
H  3.40064  -6.38767  -0.76013
H  1.42254  5.98201  -0.00347
H  -6.51207  -0.87890  -3.14700
H  -4.24684  -0.52772  -2.32747
H  5.50229  -6.17925  0.29813
H  3.61004  -3.02769  -2.12290
H  -0.97053  2.90292  3.20438

## Properties
highest occupied orbital energy	-9.075	eV
relative energy (zero: lowest compared OMol25 entry of this formula, charge and spin)	16.8	kcal per mole
molecular weight	952.80	g/mol
total charge	+1
Kohn-Sham gap	6.912	eV
DFT total energy	-95447.5188	eV


ORCA calculation (ωB97M-V/def2-TZVPD) on a molecular structure, C52H55F9N3O7PRbS2Sb at a distorted geometry.

Positions of all 131 atoms, in Å:
Sb  2.88295  -3.11706  0.91070
Rb  0.34120  -0.26366  0.57779
S  1.90175  -0.17438  3.39949
S  3.06368  -0.24752  5.87206
P  -2.23974  2.90087  1.97938
F  7.75432  -5.90949  -1.99837
F  -0.18965  -1.51455  4.50265
F  4.84485  1.68448  5.86923
F  0.25541  -2.10593  2.49313
F  2.84545  2.43007  5.51362
F  1.53661  -2.74190  4.11620
F  7.83160  -1.70685  4.51233
F  -0.09826  -8.28744  2.91262
F  3.40874  1.78777  7.49907
O  1.73317  -0.40047  6.38378
O  -1.84259  0.98692  -0.60272
O  -1.68578  -2.27625  -4.58275
O  0.69771  -2.54582  -1.07744
O  2.25583  -0.24728  2.00606
O  1.06703  0.92271  3.77529
O  4.12099  -0.94583  6.53323
N  0.59282  -0.11164  -2.59524
N  -0.14154  -1.24493  -2.81027
N  3.17753  -0.39376  4.29349
C  1.98678  -4.91802  1.75700
C  4.49201  -4.23771  -0.09850
C  3.55089  1.52748  6.19047
C  6.67646  -5.36372  -1.37835
C  6.47168  -1.36697  2.61998
C  -2.01568  -5.78566  -3.80253
C  -6.06495  4.39969  1.63890
C  4.46839  -2.70790  2.34331
C  -5.73990  5.88427  1.50784
C  1.79500  5.02647  0.91638
C  2.54586  -5.83602  2.64086
C  -2.33124  3.84873  4.79518
C  -2.29900  1.22539  -1.77183
C  0.69116  5.93081  1.46314
C  -3.51886  4.27605  1.89501
C  -1.50453  -3.42024  -3.92869
C  -0.32303  5.11600  2.28205
C  -0.59914  3.74418  1.63636
C  -1.91777  2.11504  6.56281
C  -4.16320  1.80719  -3.26701
C  0.57944  -7.17696  2.53093
C  0.69558  -5.15827  1.28799
C  -2.86494  1.43852  4.29832
C  -4.87945  3.65335  2.27342
C  -2.14852  -4.55909  -4.42546
C  5.34215  -5.11082  0.57267
C  -0.28318  3.77980  0.13460
C  -1.45673  1.25472  -2.93436
C  1.84563  -6.96843  3.03656
C  -0.69717  -3.52964  -2.77105
C  0.04121  -2.36918  -2.14565
C  -4.60380  6.07465  0.49019
C  -3.32289  1.82548  -4.37687
C  5.34621  -1.72430  1.89643
C  0.81547  -1.71603  3.66722
C  -3.67141  1.52809  -2.00700
C  4.76751  -3.94824  -1.43228
C  -2.69497  3.37920  6.21535
C  5.87105  -2.99369  4.29561
C  4.74002  -3.32062  3.55965
C  -0.00428  1.00556  -2.76107
C  -2.42930  0.95469  5.69660
C  -0.01710  -6.29036  1.66047
C  1.22236  3.98700  -0.07351
C  -1.22582  -5.90275  -2.66640
C  -1.97195  1.55407  -4.18586
C  6.71871  -2.02600  3.80666
C  -0.57903  -4.78034  -2.17449
C  6.43576  -5.68606  -0.05736
C  -2.05224  2.66361  3.85176
C  5.86360  -4.50425  -2.08279
C  -3.61620  4.89141  0.49886
H  0.05896  -4.85749  -1.30526
H  -0.61516  2.85103  -0.33480
H  -6.96414  4.25200  2.24238
H  -0.99849  2.38106  3.94719
H  -0.82367  4.59382  -0.34987
H  -1.11687  -6.85901  -2.16794
H  5.14029  -1.21194  0.96045
H  -1.29930  1.55786  -5.03930
H  -4.99050  3.65458  3.36221
H  -3.92954  1.69373  4.30660
H  -5.22281  2.01045  -3.39503
H  0.19023  6.43385  0.63074
H  0.23827  -4.43759  0.61675
H  -1.15674  -1.59594  -4.02432
H  -2.75617  -4.44380  -5.31489
H  -6.27175  3.99908  0.64257
H  0.08054  4.96046  3.28610
H  7.14776  -0.59355  2.27918
H  -1.44552  4.48628  4.84439
H  -0.85453  2.27787  6.36600
H  -2.73855  0.63370  3.57178
H  0.09525  3.01230  2.07317
H  2.56374  5.63131  0.42908
H  -3.28236  0.47557  6.18774
H  -3.71080  2.03345  -5.36701
H  2.27201  -7.68736  3.72485
H  -1.01405  -6.48487  1.28619
H  -3.27090  5.07692  2.59777
H  -2.64184  5.24691  0.16944
H  -3.15254  4.46571  4.42460
H  4.10794  -3.28036  -1.97606
H  -3.92726  4.11921  -0.21017
H  6.08019  -3.45672  5.25017
H  -1.24322  5.69709  2.38610
H  -5.43595  6.26797  2.48671
H  4.05617  -4.04465  3.97990
H  3.53806  -5.69086  3.04246
H  7.10430  -6.36041  0.46250
H  1.39738  4.31090  -1.10268
H  -4.89660  2.60902  1.94781
H  1.74223  3.03406  0.05844
H  1.12362  6.71376  2.09317
H  -3.76597  3.15409  6.26673
H  6.09094  -4.27275  -3.11558
H  2.27105  4.51750  1.75970
H  -4.33416  1.51248  -1.14669
H  -4.07174  7.00441  0.71204
H  -6.62318  6.44968  1.19885
H  -2.52901  -6.65097  -4.20724
H  -5.02429  6.17641  -0.51401
H  -2.50348  4.17923  6.93600
H  -2.01590  1.86712  7.62248
H  5.16654  -5.34544  1.61376
H  -1.64322  0.20617  5.60811
H  0.66010  1.87156  -2.77090

## Properties
highest occupied orbital energy	-2.123	eV
molecular weight	1307.34	g/mol
total charge	-2
Kohn-Sham gap	5.757	eV
DFT total energy	-136231.2613	eV


- Kohn-Sham gap of number 2 (C52H55F9N3O7PRbS2Sb)?
  5.757 eV


- Which value of molecular weight does entry 1 give?
  952.80 g/mol